(1)
The following is a DFT calculation (ωB97M-V/def2-TZVPD) of BrZr as an isolated structure in a non-equilibrium geometry.

As for the energy above the lowest of the compared OMol25 structures with the same formula, charge and spin: 18.7 kcal/mol. As for the net charge: +3. The orbital gap is 7.3825 eV.

Cartesian coordinates (Å):
Zr  -16.59  -19.33  -7.92
Br  -14.06  -19.16  -7.54

***

(2)
The following is a DFT calculation (ωB97M-V/def2-TZVPD) of C48H63N4P3Se2Si2W as an isolated structure in a non-equilibrium geometry.

As for the energy above the lowest of the compared OMol25 structures with the same formula, charge and spin: 0.0 kcal/mol. The orbital gap (spin up / spin down) is 6.4747 / 6.4762 eV.

Cartesian coordinates (Å):
W  0.99  0.24  -1.99
Se  1.78  0.87  5.11
P  0.70  -0.64  4.11
C  -1.03  -0.50  4.63
C  -1.34  -0.73  5.98
C  -2.63  -0.52  6.44
C  -3.62  -0.05  5.57
C  -3.31  0.21  4.25
C  -2.02  -0.02  3.78
C  1.31  -2.29  4.61
C  2.69  -2.46  4.64
C  3.24  -3.65  5.11
C  2.42  -4.67  5.56
C  1.04  -4.51  5.53
C  0.48  -3.32  5.05
C  0.83  -0.56  2.26
C  0.45  -1.25  1.09
N  1.00  -0.50  0.08
N  1.66  0.54  0.61
N  1.57  0.53  1.88
P  -0.46  -2.72  0.41
Se  1.06  -1.91  -2.89
C  0.68  -4.13  0.80
C  0.99  -4.55  2.09
C  1.88  -5.60  2.31
C  2.47  -6.24  1.22
C  2.17  -5.84  -0.06
C  1.27  -4.79  -0.27
C  -1.89  -3.05  1.49
C  -1.97  -2.80  2.86
C  -3.12  -3.08  3.58
C  -4.24  -3.60  2.93
C  -4.18  -3.86  1.57
C  -3.02  -3.58  0.85
H  -0.56  -1.04  6.66
H  -2.86  -0.71  7.48
H  -4.63  0.12  5.94
H  -4.07  0.59  3.57
H  -1.78  0.17  2.74
H  3.33  -1.65  4.32
H  4.32  -3.77  5.13
H  2.84  -5.59  5.94
H  0.39  -5.30  5.89
H  -0.59  -3.22  5.04
H  0.54  -4.07  2.95
H  2.10  -5.91  3.32
H  3.16  -7.06  1.39
H  2.63  -6.33  -0.91
H  1.04  -4.48  -1.29
H  -1.12  -2.38  3.36
H  -3.16  -2.87  4.65
H  -5.14  -3.80  3.49
H  -5.05  -4.27  1.06
H  -2.98  -3.77  -0.22
C  0.46  0.04  -5.67
Si  1.53  0.96  -4.46
C  1.66  2.70  -5.16
C  3.35  0.53  -4.68
C  3.92  0.36  -5.95
C  5.30  0.25  -6.11
C  6.13  0.34  -5.00
C  5.57  0.50  -3.73
C  4.18  0.58  -3.56
Si  3.46  0.73  -1.84
C  3.90  2.39  -1.15
C  4.28  -0.58  -0.81
H  0.34  0.60  -6.60
H  -0.54  -0.17  -5.26
H  0.92  -0.93  -5.89
H  2.33  2.60  -6.03
H  2.11  3.42  -4.47
H  0.70  3.10  -5.52
H  3.28  0.31  -6.83
H  5.73  0.11  -7.10
H  7.21  0.28  -5.11
H  6.24  0.56  -2.87
H  4.99  2.51  -1.20
H  3.58  2.48  -0.11
H  3.44  3.20  -1.74
H  5.37  -0.50  -0.88
H  3.98  -1.58  -1.16
H  3.99  -0.48  0.24
C  -2.44  4.25  0.63
C  -1.14  3.75  -0.03
C  -0.25  3.07  1.01
C  -0.35  4.96  -0.56
P  -1.45  2.59  -1.46
N  -0.08  1.78  -1.81
C  -2.79  1.36  -0.99
C  -2.46  0.89  0.45
C  -4.22  1.92  -1.01
C  -2.75  0.10  -1.86
C  -2.00  3.56  -2.95
C  -3.17  4.52  -2.69
C  -2.39  2.54  -4.04
C  -0.80  4.39  -3.49
H  -2.17  5.04  1.34
H  -2.94  3.47  1.21
H  -3.16  4.66  -0.08
H  0.15  3.84  1.68
H  0.59  2.57  0.56
H  -0.78  2.35  1.64
H  0.01  5.52  0.30
H  -0.96  5.63  -1.17
H  0.52  4.65  -1.14
H  -2.74  1.64  1.20
H  -1.41  0.66  0.59
H  -3.03  -0.02  0.66
H  -4.31  2.84  -0.43
H  -4.88  1.17  -0.56
H  -4.59  2.11  -2.02
H  -1.79  -0.34  -1.92
H  -3.12  0.25  -2.87
H  -3.39  -0.65  -1.38
H  -4.08  4.02  -2.35
H  -3.40  5.03  -3.63
H  -2.91  5.29  -1.96
H  -3.35  2.06  -3.83
H  -1.63  1.77  -4.16
H  -2.49  3.07  -4.99
H  -0.79  5.40  -3.09
H  -0.90  4.48  -4.57
H  0.16  3.92  -3.28

***

(3)
The following is a DFT calculation (ωB97M-V/def2-TZVPD) of a 2-piece molecular cluster, C6H6ClNO2 overall in a non-equilibrium geometry.

As for the energy above the lowest of the compared OMol25 structures with the same formula, charge and spin: 94.2 kcal/mol. The orbital gap (spin up / spin down) is 8.3971 / 8.3992 eV.

Cartesian coordinates (Å):
C  -0.09  0.45  1.17
C  0.09  -0.35  -1.19
C  1.22  0.62  1.17
C  1.29  0.20  -1.30
C  -0.76  -0.27  0.06
C  1.94  0.61  -0.06
N  2.86  -1.20  0.17
O  2.79  -1.98  -0.73
O  3.33  -1.30  1.26
Cl  3.29  1.75  -0.25
H  -0.60  0.55  2.05
H  -0.37  -0.84  -2.12
H  1.72  0.94  2.03
H  1.79  0.12  -2.16
H  -0.79  -1.27  0.32
H  -1.65  0.17  -0.32

***

(4)
The following is a DFT calculation (ωB97M-V/def2-TZVPD) of a 7-piece molecular cluster, C32H60FN2O20PS overall in a non-equilibrium geometry.

The orbital gap is 9.1632 eV.

Cartesian coordinates (Å):
C  -4.16  -0.35  -3.13
C  -2.62  -0.45  -3.09
C  -2.21  -1.85  -2.57
C  -1.99  -0.25  -4.48
C  -2.73  -1.01  -5.59
P  -1.54  -1.87  -6.72
N  -0.80  -3.06  -5.65
C  -0.51  -4.12  -6.16
S  -0.33  -5.58  -6.74
C  -2.72  -2.81  -7.86
O  -2.75  -2.46  -8.99
N  -3.55  -3.94  -7.42
C  -4.62  -3.63  -6.62
O  -5.12  -4.32  -5.79
F  -5.14  -2.42  -6.90
H  -4.58  0.01  -2.20
H  -4.49  0.27  -3.97
H  -4.56  -1.35  -3.33
H  -2.22  0.28  -2.38
H  -1.24  -1.76  -2.07
H  -2.94  -2.27  -1.88
H  -2.12  -2.54  -3.41
H  -2.01  0.82  -4.69
H  -0.93  -0.52  -4.45
H  -3.42  -1.76  -5.20
H  -3.26  -0.31  -6.24
H  -3.02  -4.71  -7.02
C  -9.04  -3.16  -7.85
C  -8.17  -1.95  -8.12
O  -8.93  -0.86  -8.66
C  -9.62  -0.15  -7.77
O  -9.63  -0.32  -6.58
O  -10.29  0.80  -8.43
C  -11.12  1.61  -7.60
H  -9.59  -3.44  -8.75
H  -8.43  -4.01  -7.53
H  -9.77  -2.95  -7.07
H  -7.42  -2.19  -8.87
H  -7.64  -1.63  -7.22
H  -10.55  2.03  -6.77
H  -11.96  1.04  -7.22
H  -11.49  2.42  -8.23
C  3.73  -3.40  2.35
C  2.73  -2.27  2.44
O  1.76  -2.33  1.39
C  0.77  -3.20  1.57
O  0.61  -3.90  2.54
O  -0.03  -3.16  0.50
C  -1.12  -4.08  0.54
H  4.19  -3.42  1.36
H  4.52  -3.27  3.10
H  3.25  -4.36  2.51
H  3.23  -1.31  2.32
H  2.23  -2.25  3.41
H  -1.69  -3.98  1.46
H  -0.75  -5.10  0.43
H  -1.76  -3.85  -0.31
C  1.63  2.83  5.49
C  3.09  3.23  5.59
O  3.75  2.52  6.65
C  4.13  1.27  6.35
O  3.98  0.72  5.29
O  4.69  0.74  7.44
C  5.09  -0.62  7.28
H  1.14  2.95  6.45
H  1.12  3.45  4.75
H  1.53  1.79  5.19
H  3.17  4.28  5.84
H  3.61  3.07  4.64
H  5.72  -0.75  6.40
H  4.22  -1.27  7.21
H  5.66  -0.88  8.17
C  3.76  9.52  2.30
C  3.56  8.65  3.52
O  3.29  7.29  3.16
C  4.36  6.56  2.85
O  5.50  6.93  2.85
O  3.94  5.34  2.51
C  4.98  4.45  2.10
H  2.92  9.42  1.62
H  3.87  10.56  2.58
H  4.66  9.22  1.75
H  2.69  8.99  4.08
H  4.42  8.70  4.19
H  5.78  4.42  2.83
H  5.37  4.76  1.13
H  4.53  3.47  2.00
C  -4.11  3.60  6.73
C  -4.35  3.44  5.24
O  -3.26  2.78  4.60
C  -3.24  1.45  4.72
O  -4.07  0.78  5.29
O  -2.16  0.99  4.10
C  -1.98  -0.42  4.19
H  -3.15  4.09  6.91
H  -4.91  4.19  7.18
H  -4.08  2.62  7.22
H  -4.42  4.42  4.77
H  -5.28  2.91  5.04
H  -2.88  -0.95  3.87
H  -1.73  -0.70  5.21
H  -1.16  -0.68  3.53
C  8.31  -0.74  0.64
C  8.10  -1.61  1.86
O  7.85  -2.97  1.50
C  8.93  -3.69  1.20
O  10.07  -3.30  1.22
O  8.53  -4.92  0.86
C  9.59  -5.79  0.46
H  7.48  -0.85  -0.06
H  8.40  0.31  0.92
H  9.22  -1.03  0.11
H  7.22  -1.28  2.40
H  8.95  -1.55  2.54
H  10.38  -5.82  1.21
H  9.99  -5.48  -0.50
H  9.15  -6.78  0.36

***

(5)
The following is a DFT calculation (ωB97M-V/def2-TZVPD) of an isolated ion of composition C4H10NO and charge +1 in a non-equilibrium geometry.

As for the energy above the lowest of the compared OMol25 structures with the same formula, charge and spin: 46.5 kcal/mol. As for the net charge: +1. The orbital gap is 11.1946 eV.

Cartesian coordinates (Å):
C  -2.12  -0.19  -0.02
C  -0.57  -0.23  -0.40
C  0.30  0.65  0.52
N  1.51  1.23  -0.15
C  0.40  -0.90  0.47
O  1.57  -1.35  -0.13
H  -2.57  0.85  -0.14
H  -2.42  -0.57  0.94
H  -2.56  -0.69  -1.01
H  -0.37  -0.27  -1.53
H  -0.17  1.26  1.39
H  1.18  1.74  -0.96
H  2.03  0.45  -0.52
H  2.06  1.86  0.51
H  0.03  -1.55  1.31
H  1.71  -2.29  -0.29

***

(6)
The following is a DFT calculation (ωB97M-V/def2-TZVPD) of the molecule C4H7ClN2S in a non-equilibrium geometry.

As for the energy above the lowest of the compared OMol25 structures with the same formula, charge and spin: 73.7 kcal/mol. The orbital gap is 8.1595 eV.

Cartesian coordinates (Å):
C  2.30  -1.32  0.48
C  1.20  -0.53  -0.31
C  1.19  -0.39  -1.76
Cl  -0.10  -1.28  -2.60
N  0.42  0.09  0.57
N  -0.62  0.91  0.14
C  -1.46  1.53  1.09
S  -1.50  1.28  2.79
H  3.41  -1.16  0.03
H  1.86  -1.07  1.56
H  2.14  -2.55  0.47
H  2.19  -0.71  -2.24
H  1.03  0.68  -2.04
H  -0.81  0.93  -0.78
H  -2.13  2.45  0.61

***

(7)
The following is a DFT calculation (ωB97M-V/def2-TZVPD) of C7H23FN7O4Tl as an isolated structure in a non-equilibrium geometry.

As for the net charge: +1. As for the expectation value of S²: 0.757. The orbital gap (spin up / spin down) is 9.9239 / 5.2100 eV. Its multiplicity is 2.

Cartesian coordinates (Å):
Tl  10.39  10.56  7.85
F  8.71  9.79  5.64
C  7.00  12.86  7.69
O  7.84  12.08  8.09
N  6.93  13.33  6.49
N  6.09  13.44  8.42
H  7.50  12.89  5.79
H  6.24  14.03  6.25
H  6.03  13.26  9.41
H  5.47  14.08  7.95
C  12.58  8.99  10.78
O  12.15  9.44  9.74
N  13.22  7.88  10.92
N  12.38  9.46  11.99
H  13.27  7.34  10.06
H  13.36  7.56  11.87
H  11.82  10.30  12.03
H  13.03  9.17  12.71
C  13.96  11.82  9.19
O  13.12  11.39  8.44
N  15.19  11.40  9.23
N  13.73  12.88  9.96
H  15.52  10.74  8.54
H  15.89  11.85  9.81
H  14.43  13.08  10.66
H  12.86  13.39  9.98
C  14.56  8.43  5.43
C  13.37  9.18  5.98
C  12.72  9.79  4.68
O  11.71  10.70  5.22
C  11.04  11.39  4.18
N  12.51  8.30  6.67
H  14.99  7.76  6.17
H  15.25  9.03  4.83
H  14.39  7.65  4.69
H  13.80  10.01  6.56
H  12.41  8.97  4.04
H  13.47  10.47  4.26
H  11.76  12.10  3.77
H  10.14  11.86  4.58
H  10.74  10.80  3.31
H  13.12  7.79  7.29
H  12.19  7.54  6.09

***

(8)
The following is a DFT calculation (ωB97M-V/def2-TZVPD) of the molecule C4H5NO in a non-equilibrium geometry.

As for the energy above the lowest of the compared OMol25 structures with the same formula, charge and spin: 92.9 kcal/mol. The orbital gap is 8.5727 eV.

Cartesian coordinates (Å):
O  2.24  -0.60  0.19
C  1.06  -0.31  0.09
N  0.00  -1.15  -0.10
C  -1.27  -0.42  -0.18
C  -0.98  1.07  -0.02
C  0.46  1.10  0.15
H  0.10  -2.15  -0.18
H  -1.98  -0.75  0.60
H  -1.78  -0.60  -1.14
H  0.99  1.86  0.87
H  1.16  1.95  -0.28

***

(9)
The following is a DFT calculation (ωB97M-V/def2-TZVPD) of an isolated ion of composition C2H4N3O and charge +1 in a non-equilibrium geometry.

As for the energy above the lowest of the compared OMol25 structures with the same formula, charge and spin: 94.6 kcal/mol. As for the net charge: +1. The orbital gap is 9.3483 eV.

Cartesian coordinates (Å):
C  0.57  -1.14  0.74
N  0.41  0.08  -0.08
O  1.37  0.56  -0.59
C  -0.87  0.57  -0.25
N  -0.81  1.61  -1.09
N  -0.57  2.36  -1.85
H  1.62  -1.40  0.61
H  0.23  -1.07  1.75
H  -0.16  -1.77  0.48
H  -1.78  0.20  0.28

***

(10)
The following is a DFT calculation (ωB97M-V/def2-TZVPD) of the molecule C5H9NS in a non-equilibrium geometry.

As for the energy above the lowest of the compared OMol25 structures with the same formula, charge and spin: 56.0 kcal/mol. The orbital gap is 9.9431 eV.

Cartesian coordinates (Å):
S  -2.24  -1.19  0.80
C  -0.55  -0.47  0.44
C  -0.32  0.94  0.90
N  -0.03  1.63  -0.44
C  0.97  0.67  -1.02
C  0.36  -0.69  -0.76
C  0.62  -1.42  0.42
H  -3.04  -0.95  -0.36
H  0.29  0.98  1.72
H  -1.29  1.41  1.16
H  0.28  2.55  -0.18
H  1.09  0.73  -2.20
H  1.96  0.67  -0.40
H  0.12  -1.26  -1.69
H  0.37  -2.48  0.56
H  1.40  -1.13  1.05

***

(11)
The following is a DFT calculation (ωB97M-V/def2-TZVPD) of C5H7NO2 as an isolated structure in a non-equilibrium geometry.

As for the energy above the lowest of the compared OMol25 structures with the same formula, charge and spin: 161.1 kcal/mol. The orbital gap is 9.1806 eV.

Cartesian coordinates (Å):
C  1.06  0.13  0.81
C  0.43  1.29  0.12
C  -0.54  -0.80  -1.19
C  -1.52  -0.52  0.50
C  -0.27  0.08  -0.01
N  -2.76  0.07  0.05
O  -3.77  -0.18  0.75
O  -2.79  0.74  -0.97
H  2.05  -0.16  0.46
H  1.05  0.26  1.97
H  0.05  2.16  0.67
H  0.84  1.57  -0.88
H  -0.12  -1.64  -1.65
H  -1.32  -0.42  -1.83
H  -1.49  -1.14  1.29

***

no.,E (hartree)
1,-2619.411542
2,-8558.928253
3,-897.472674
4,-3709.112477
5,-288.089041
6,-1124.385693
7,-1236.862130
8,-285.266483
9,-317.691057
10,-648.763850
11,-399.708907